Record 1
38
Properties=species:S:1:pos:R:3 method="wB97M-V/def2-TZVPD" relative_energy_ev=0.000 total_charge=+1 total_energy_ha=-1702.9062 e_homo_ev=-10.38
Ca -0.313 -1.019 0.009
O 1.788 -0.898 0.347
O -0.153 1.046 -0.116
O 1.478 5.476 -0.316
N -4.296 -2.937 0.014
N -0.629 -3.443 -0.073
N -2.084 -5.095 -0.040
N -2.681 -1.443 0.054
C 0.602 3.246 -0.190
C -4.913 -1.699 0.062
C 2.610 0.060 0.305
C 1.644 4.149 -0.205
C 0.049 -4.656 -0.101
C -1.909 -3.763 -0.036
C 2.218 1.418 0.055
C 4.045 -0.299 0.570
C -3.910 -0.794 0.086
C -2.970 -2.730 0.010
C 3.244 2.408 0.025
C -0.831 -5.681 -0.083
C 0.859 1.868 -0.090
C 0.145 5.975 -0.409
C 2.993 3.734 -0.108
H 3.777 4.476 -0.135
H -0.434 5.694 0.471
H 0.234 7.053 -0.467
H -0.338 5.590 -1.308
H 4.663 -0.108 -0.310
H -4.775 -3.820 -0.015
H 4.095 -1.356 0.811
H -5.984 -1.596 0.074
H -3.990 0.279 0.124
H -2.955 -5.594 -0.014
H 1.123 -4.709 -0.131
H -0.432 3.539 -0.276
H 4.277 2.096 0.109
H 4.456 0.286 1.392
H -0.702 -6.749 -0.094


Record 2
53
Properties=species:S:1:pos:R:3 method="wB97M-V/def2-TZVPD" relative_energy_ev=6.127 total_energy_ha=-1244.0017 e_homo_ev=-8.54
O 0.050 3.797 -1.879
O -2.344 1.986 2.981
O -1.828 1.518 -0.811
O 1.593 1.665 -1.800
O -1.421 3.887 0.641
O 0.725 3.500 2.126
O -0.501 -4.196 1.000
O 0.150 1.244 4.100
O -2.928 -0.925 1.342
O 2.100 1.216 1.225
O 3.282 -0.009 -3.708
O -3.349 -2.630 -0.809
N 1.289 -2.526 -2.582
C 3.006 -2.146 0.728
C -0.091 -1.031 0.482
C -0.534 -1.327 -2.067
C 0.178 -1.664 -0.861
C 0.131 -1.960 -3.126
C 1.301 -2.384 -1.182
C 2.464 -2.827 -0.382
H 0.704 -0.888 1.103
H -1.452 -0.792 -2.060
H -3.570 -1.297 0.672
H -3.022 -1.453 2.181
H -3.426 -2.289 -1.683
H 1.795 -3.206 -3.116
H 0.916 0.953 -2.063
H 2.716 1.729 1.697
H 0.557 2.995 -2.033
H -0.082 3.533 1.761
H -1.224 3.225 0.015
H 0.356 2.049 3.868
H -2.436 -2.838 -0.526
H -0.929 1.461 4.044
H -1.270 4.697 0.104
H -0.200 -3.881 1.881
H -1.475 1.005 0.039
H -0.782 -0.145 0.418
H 1.358 4.167 1.708
H 2.654 -3.820 -0.520
H 1.632 1.573 -0.915
H -2.800 1.385 -0.968
H -0.611 -1.833 1.080
H 2.884 0.873 -3.468
H 3.199 -0.575 -3.021
H 3.745 -2.591 1.367
H 0.220 -3.828 0.334
H -0.888 3.419 -1.828
H -3.060 1.464 3.580
H -0.266 -1.972 -4.151
H -2.668 1.455 2.246
H 1.358 1.494 1.715
H 2.797 -1.259 1.117


Record 3
81
Properties=species:S:1:pos:R:3 method="wB97M-V/def2-TZVPD" relative_energy_ev=0.025 smiles="CCCN(CCC)CCCNC(=O)c1cn(CC)c2ccc(S(=O)(=O)N(C)C3CCCCC3)cc2c1=O" total_energy_ha=-2011.5554 e_homo_ev=-8.21
S -0.324 3.956 -1.928
O -1.102 4.801 -1.064
O 1.872 -0.850 -1.521
O 3.716 -2.935 1.657
O 0.398 4.581 -2.999
N 3.546 1.141 1.633
N 2.622 -3.127 -0.321
N -0.405 -3.367 0.469
N -1.221 2.713 -2.543
C 1.473 3.810 0.156
C 3.177 -2.434 0.678
C 1.204 1.806 -1.119
C -3.349 1.374 0.301
C -0.144 -2.736 1.753
C -1.079 2.380 -3.939
C 3.643 -0.198 1.516
C 2.096 1.137 -0.277
C 0.052 -4.750 0.408
C -3.573 3.231 -1.956
C -4.812 2.667 -1.266
C 1.092 -5.008 -0.692
C -1.781 -3.214 0.026
C -1.904 -3.209 -1.498
C 2.320 -0.295 -0.516
C 2.508 -4.560 -0.334
C -4.510 2.358 0.196
C 3.064 -0.947 0.539
C 4.249 1.792 2.723
C 2.694 1.826 0.797
C -1.256 -1.973 -2.109
C -2.106 1.937 -0.387
C 2.378 3.182 0.983
C 0.420 -0.567 2.905
C 3.384 1.887 3.977
C -0.235 -1.210 1.690
C 0.879 3.116 -0.890
C -2.410 2.240 -1.854
H 1.119 -6.082 -0.891
H -1.773 -1.074 -1.777
H 3.097 0.893 4.311
H 1.458 -0.881 2.986
H 2.801 -4.923 0.655
H -2.966 -3.233 -1.757
H 3.210 -4.972 -1.073
H -1.972 2.646 -4.512
H 0.259 -0.875 0.778
H -0.821 -3.111 2.542
H -0.236 2.947 -4.324
H -2.163 -2.263 0.395
H -4.243 3.283 0.711
H -3.271 4.165 -1.483
H 4.228 -0.714 2.266
H 5.143 1.203 2.941
H 2.816 3.744 1.791
H -0.886 1.310 -4.053
H -1.446 -4.111 -1.906
H -1.285 1.220 -0.321
H 2.173 -2.602 -1.067
H -5.630 3.386 -1.334
H -0.217 -1.898 -1.803
H -1.798 2.859 0.106
H -1.276 -0.884 1.642
H -3.788 3.436 -3.007
H -2.425 -4.012 0.441
H -1.299 -2.015 -3.195
H 0.386 0.518 2.826
H 0.764 1.253 -1.934
H 0.785 -4.499 -1.606
H 1.197 4.840 0.314
H 0.486 -5.047 1.369
H 3.940 2.374 4.773
H -5.395 1.943 0.682
H -0.096 -0.862 3.816
H -2.695 1.302 -2.349
H -5.128 1.751 -1.773
H 0.878 -2.996 2.039
H 4.575 2.783 2.399
H -0.803 -5.414 0.225
H -3.630 0.429 -0.172
H -3.125 1.171 1.350
H 2.478 2.457 3.785


Record 4
11
Properties=species:S:1:pos:R:3 method="wB97M-V/def2-TZVPD" relative_energy_ev=0.000 smiles="N#[N+][S-].S=C=C(S)Cl.Cl" total_energy_ha=-2301.7651 e_homo_ev=-8.31
Cl 0.661 -0.950 -3.811
Cl 1.496 -0.604 1.780
S -1.070 -0.672 3.440
S -1.821 0.344 -0.319
S 1.405 2.608 -1.554
N 1.609 0.007 -1.034
N 1.533 1.128 -1.193
C -0.964 0.015 0.925
C -0.236 -0.562 1.865
H -2.222 -0.050 3.114
H -0.392 -1.263 -3.213


Record 5
26
Properties=species:S:1:pos:R:3 method="wB97M-V/def2-TZVPD" relative_energy_ev=1.962 total_charge=+2 total_energy_ha=-422.5478 e_homo_ev=-17.61
O -1.339 -4.248 1.722
O 3.749 2.169 -0.752
N -1.441 -1.548 0.022
N 1.185 2.129 -1.505
C -1.260 0.091 1.783
C 0.613 0.710 -1.453
C -0.672 -0.274 0.423
C -0.712 0.782 -0.650
H 0.330 0.552 -2.539
H 0.400 -0.790 0.636
H 4.357 1.564 -1.085
H -0.948 1.715 -0.236
H 4.095 2.943 -0.220
H -2.160 -4.369 2.217
H -0.824 -0.276 2.634
H 1.392 0.132 -1.161
H 2.211 2.119 -1.735
H 0.591 2.852 -2.079
H -1.320 1.163 1.958
H -1.652 0.664 -1.244
H 1.299 2.616 -0.611
H -0.893 -2.008 -0.784
H -0.784 -5.003 2.128
H -2.478 -1.291 -0.092
H -1.367 -2.207 0.691
H -2.371 -0.187 1.930


Record 6
114
Properties=species:S:1:pos:R:3 method="wB97M-V/def2-TZVPD" smiles="CC(=O)OCCN1C(=O)c2ccc(OC[C@@H](C)O)c([C@@H](C)F)c2C1=O.COCCOCCOC.COCCOCCOC.COCCOCCOC" total_energy_ha=-2653.2707 e_homo_ev=-8.93
F -1.093 -0.438 -5.900
O -3.905 0.528 -5.589
O -8.931 1.339 3.126
O 3.274 0.324 3.711
O 9.975 -1.569 -1.819
O 6.945 -2.888 -1.033
O 7.467 0.154 -1.191
O -4.772 -2.751 -3.636
O 1.613 0.694 -2.538
O -4.826 4.583 -2.890
O 2.545 -2.531 4.645
O 5.603 -1.142 5.153
O -4.545 -0.785 -2.186
O -8.699 0.086 0.293
O -9.477 3.077 0.259
O 2.261 -0.135 -0.202
N -4.738 2.182 -3.899
C 3.041 1.093 -0.518
C -5.657 -0.079 -2.842
C -2.271 1.609 -3.690
C -5.507 1.552 -2.754
C -9.993 0.704 0.300
C 5.169 0.213 5.294
C -8.981 4.122 -0.561
C -1.543 3.524 -1.789
C -10.034 2.006 -0.502
C 9.872 -0.386 -1.023
C 2.863 2.302 0.574
C -9.494 0.872 4.342
C -0.815 0.858 -3.623
C -0.891 -1.846 -3.682
C -7.936 0.449 2.615
C 3.382 -0.929 3.022
C -2.679 2.940 -2.822
C 6.141 -1.880 -1.644
C -4.619 -2.242 -2.389
C -0.070 2.739 -1.680
C -4.206 3.435 -3.173
C -0.515 -0.469 -4.537
C 2.267 -1.909 3.391
C 10.991 -1.466 -2.804
C 6.994 -1.234 4.887
C 6.234 -3.624 -0.052
C 1.371 -2.988 5.294
C -3.640 1.310 -4.540
C 8.508 -0.328 -0.331
C -4.497 -3.354 -1.157
C 7.022 -0.760 -2.201
C 0.347 1.436 -2.578
C 2.742 1.510 -2.075
C 3.654 0.307 5.094
C -7.709 0.707 1.123
H -5.044 1.900 -1.721
H -10.660 -0.014 -0.189
H -10.241 1.597 4.675
H -9.992 -0.089 4.184
H 0.689 3.206 -0.921
H 0.705 -2.146 5.509
H -9.486 1.874 -1.442
H 3.120 -0.468 5.641
H 5.375 -4.132 -0.499
H -7.009 0.639 3.167
H -0.650 -2.827 -4.316
H 2.650 2.658 -2.277
H 10.006 0.506 -1.645
H 6.412 -0.161 -2.887
H 3.803 2.365 1.269
H -3.367 -3.729 -1.096
H 0.669 -0.514 -4.679
H -1.777 4.454 -1.111
H 3.691 1.147 -2.701
H 1.658 -3.449 6.243
H 11.015 -2.399 -3.371
H 2.631 3.358 0.084
H 8.237 -1.282 0.120
H 3.279 -0.686 1.959
H -8.723 0.780 5.111
H 5.585 -2.352 -2.461
H -7.618 1.770 0.901
H 1.532 0.056 0.458
H 4.185 0.756 -0.454
H 7.570 -0.797 5.706
H -6.612 2.005 -2.764
H 6.908 -4.372 0.374
H 11.966 -1.312 -2.334
H 5.905 -2.961 0.754
H -6.759 0.240 0.840
H -6.645 -0.401 -2.255
H -1.977 -1.834 -3.245
H -8.569 4.902 0.084
H 5.676 0.854 4.564
H 5.431 -1.461 -0.921
H -11.074 2.268 -0.726
H 3.319 1.270 5.497
H 10.666 -0.427 -0.269
H 7.233 -0.733 3.943
H -8.177 3.749 -1.204
H 8.573 0.402 0.483
H -0.146 -1.858 -2.749
H 5.427 0.538 6.307
H 10.768 -0.647 -3.495
H 7.256 -2.290 4.793
H 2.207 -2.700 2.637
H 1.309 -1.376 3.429
H -10.363 0.837 1.319
H -8.243 -0.592 2.764
H 7.862 -1.149 -2.782
H 0.855 -3.731 4.679
H -4.706 -2.813 -0.124
H -9.784 4.549 -1.169
H 1.899 2.059 1.235
H 4.374 -1.368 3.152
H -5.244 -4.237 -1.380
H -5.820 -0.355 -3.969